Record 1
A molecular structure, C30H23CaN12O2S5 at a distorted geometry. Source: the OMol25 dataset; level of theory: wB97M-V/def2-TZVPD.

Output
- LUMO level (spin up / spin down) (eV) = 2.07 / 1.99
- charge = -1
- E (Eh) = -4633.33296
- strongest force on any atom (eV/Å) = 1.5

XYZ file:
```
73
Properties=species:S:1:pos:R:3:forces:R:3
Ca -0.06668 -0.45737 0.42967 0.7 1.1 0.7
N 1.54028 2.84849 -3.35558 0.0 0.1 -0.2
C 1.20575 1.87555 -2.41290 0.3 0.0 0.2
S 2.56393 1.89458 -1.16289 -0.3 0.2 0.1
N 0.21967 1.12214 -2.62937 -0.1 -0.1 -0.2
N -0.28520 0.18866 -1.77515 0.0 0.3 -0.7
C -1.06079 -0.69190 -2.42767 -0.1 -0.2 0.0
C -1.88715 -1.61267 -1.74550 0.0 0.0 -0.2
C -2.56832 -2.63440 -2.46138 0.0 0.0 0.0
C -3.39696 -3.49088 -1.79783 0.0 0.0 0.0
C -3.55890 -3.35589 -0.40526 0.0 0.0 0.0
C -2.84127 -2.36677 0.22960 0.0 -0.1 0.1
N -2.02638 -1.50968 -0.38580 -0.2 -0.3 -0.4
H 2.04549 3.63400 -2.97073 0.0 0.0 0.0
H 0.71689 3.15357 -3.85680 0.0 0.0 0.0
H -1.01953 -0.73541 -3.51297 -0.1 0.1 0.0
H -2.40753 -2.72221 -3.52803 0.0 0.0 0.0
H -3.91466 -4.27625 -2.33562 0.0 0.0 0.0
H -4.20078 -4.01633 0.15932 0.0 0.0 0.0
H -2.90415 -2.25709 1.30792 0.0 0.0 0.0
S 2.83851 0.16021 -0.23191 -0.3 -0.2 -0.2
C 1.83719 3.12208 0.05059 0.0 0.0 -0.2
S 0.29943 3.65955 -0.15666 0.1 0.0 -0.1
C 2.76628 3.47378 1.01575 0.0 0.0 0.1
C 2.39693 4.37406 2.05121 0.0 0.0 0.0
N 2.11950 5.09285 2.90720 0.0 0.1 0.1
C 4.10458 3.00154 1.04020 0.0 0.0 -0.1
N 5.19980 2.64243 1.06056 0.1 0.0 0.1
O -1.17309 -2.85555 8.21961 -0.1 0.0 0.0
C -1.56767 -1.90260 7.32697 0.1 0.2 0.1
O -2.23844 -0.98258 7.72160 0.0 -0.2 0.0
C -1.11541 -2.06514 5.92645 -0.1 0.0 0.0
C -0.19261 -3.02448 5.50242 0.0 0.1 0.0
C 0.18472 -3.12794 4.18036 0.0 0.0 0.0
C -0.35506 -2.26498 3.20450 0.0 0.0 0.1
C -1.27962 -1.29549 3.64485 0.0 0.0 0.0
C -1.64350 -1.19520 4.96477 0.0 0.0 0.0
N -0.01144 -2.28727 1.88092 0.0 -0.5 0.4
C 0.42320 -3.43658 1.35006 0.0 -0.1 0.1
C 0.92219 -3.51520 0.03394 0.0 -0.1 0.0
C 1.33730 -4.76206 -0.49999 0.0 0.0 0.0
C 1.85609 -4.81814 -1.76256 0.0 0.0 0.0
C 1.97078 -3.63264 -2.50465 0.0 0.0 0.0
C 1.53187 -2.46065 -1.92405 -0.1 0.1 -0.1
N 1.00561 -2.37184 -0.70463 0.1 -0.5 0.1
H -0.69443 -3.55252 7.75813 0.0 0.0 0.0
H 0.29523 -3.69035 6.20782 0.0 0.0 0.0
H 0.94459 -3.84159 3.89556 0.0 0.0 0.0
H -1.72007 -0.62586 2.91587 0.0 0.0 0.0
H -2.35312 -0.44449 5.28563 0.0 0.0 0.0
H 0.33516 -4.37135 1.90229 0.0 0.0 0.0
H 1.23596 -5.65284 0.10618 0.0 0.0 0.0
H 2.17960 -5.76335 -2.18101 0.0 0.0 0.0
H 2.38946 -3.62377 -3.50050 0.0 0.0 0.0
H 1.59703 -1.52793 -2.47207 0.0 0.0 0.0
N 2.68336 0.57656 3.07786 0.1 -0.1 -0.1
C 1.49463 1.20137 3.28398 0.1 -0.1 0.2
N 0.48004 1.12624 2.47124 -0.1 0.0 -0.2
C -0.57388 1.88101 2.95345 -0.1 0.2 0.1
C -0.36245 2.49301 4.14131 0.0 -0.1 0.0
S 1.21521 2.13098 4.71860 0.0 0.0 -0.1
C -1.79424 1.98935 2.14948 0.0 0.1 0.1
C -2.94279 2.59862 2.52583 0.0 0.0 0.0
S -4.07642 2.57194 1.22463 0.1 0.0 0.0
C -2.91363 1.69668 0.27093 -0.2 0.0 -0.1
N -1.79359 1.44558 0.87882 0.1 -0.2 0.3
N -3.16341 1.38255 -1.01830 -0.1 0.0 -0.1
H 2.88408 0.38735 2.09686 0.0 0.0 0.1
H 3.47033 0.93990 3.59071 0.0 0.0 0.0
H -1.02125 3.13912 4.69072 0.0 0.1 0.0
H -3.18102 3.06287 3.46468 0.0 0.0 0.1
H -4.11781 1.28967 -1.31611 0.0 0.0 0.0
H -2.47277 0.80442 -1.48181 0.0 0.0 0.0
```
Positions in Å, forces in eV/Å.

Löwdin population analysis, charges in e, atoms 1 to 6: 1.174, 0.040, -0.671, 0.622, 0.017, -0.178

***

Record 2
A molecular structure, C6H7BeNO5 at a distorted geometry. Source: the OMol25 dataset; level of theory: wB97M-V/def2-TZVPD.

Output
- LUMO level (eV) = -9.78
- charge = +2
- E (Eh) = -677.91393
- strongest force on any atom (eV/Å) = 6.5

XYZ file:
```
20
Properties=species:S:1:pos:R:3:forces:R:3
Be -0.18222 -0.06871 -1.06103 -1.4 0.8 1.0
C -0.73054 -1.48544 -1.98404 -1.0 -4.8 -1.9
O -0.96781 -2.51286 -2.42165 0.7 3.8 1.4
C -0.92562 1.27102 -2.87265 -0.9 0.7 -3.2
O -1.37730 1.60814 -3.86382 1.1 -0.8 2.9
C 1.44154 0.22068 -1.67932 5.5 -0.3 -3.5
O 2.43816 0.21283 -2.25636 -4.2 0.2 2.7
C -2.53108 0.55449 -0.70600 -1.9 -0.9 2.2
O -3.31295 0.29818 0.07682 1.5 0.8 -1.8
H 0.08831 1.90361 -0.17722 -0.5 0.9 -0.7
H -0.21195 2.34108 -0.75444 0.6 -0.6 1.0
C 0.12389 -1.08889 2.69911 0.6 0.0 0.5
C 0.52814 -0.40891 1.45590 0.1 0.7 -0.8
N 1.65586 0.30426 1.36038 -1.0 -0.9 0.3
O -0.29049 -0.49830 0.44939 1.1 0.4 -0.3
H 0.89449 -0.99869 3.46480 0.0 0.0 0.0
H -0.04744 -2.15248 2.50265 -0.1 0.2 0.0
H -0.79022 -0.62986 3.09059 0.0 -0.1 -0.2
H 1.91909 0.80105 0.51096 0.0 -0.1 0.8
H 2.27816 0.32881 2.16594 0.0 0.2 -0.3
```
Positions in Å, forces in eV/Å.

Löwdin population analysis, charges in e, atoms 1 to 6: -0.083, 0.143, 0.319, 0.027, 0.217, 0.102

***

Record 3
2 unconnected molecules or ions with the total composition BrClFHSi at a distorted geometry. Source: the OMol25 dataset; level of theory: wB97M-V/def2-TZVPD.

Output
- LUMO level (spin up / spin down) (eV) = -2.01 / -3.13
- E (Eh) = -3424.17113
- strongest force on any atom (eV/Å) = 3.2
- ΔE to the lowest compared entry with this formula, charge and spin (eV) = 4.044

XYZ file:
```
5
Properties=species:S:1:pos:R:3:forces:R:3
F 0.92197 1.84762 0.60341 -0.3 -1.6 -0.4
Si 0.38951 0.34594 0.30732 -2.3 2.2 0.1
Cl -0.88758 -0.27863 1.70329 0.0 0.2 0.2
Br -1.60253 -1.23765 -2.48689 0.6 0.6 0.8
H 1.17863 -0.67729 -0.12713 2.0 -1.4 -0.6
```
Positions in Å, forces in eV/Å.

Partial atomic charges computed with the Löwdin method, in multiples of e: -0.217, 0.279, 0.342, -0.312, -0.092

***

Record 4
A molecular structure, C5H12NO at a distorted geometry. Source: the OMol25 dataset; level of theory: wB97M-V/def2-TZVPD.

Output
- LUMO level (eV) = 2.49
- charge = -1
- E (Eh) = -327.44306
- strongest force on any atom (eV/Å) = 3.5
- ΔE to the lowest compared entry with this formula, charge and spin (eV) = 6.884

XYZ file:
```
19
Properties=species:S:1:pos:R:3:forces:R:3
C 4.00625 1.10419 0.46455 -2.4 -1.8 -0.2
N 3.85278 -0.17779 -0.29235 0.7 0.9 0.1
C -0.86939 -0.26313 0.20669 1.1 -1.6 -0.8
C -1.84444 -0.56415 -0.82342 2.6 -1.0 1.2
C -3.23247 -0.63185 -0.14921 1.2 2.1 0.0
O -3.43354 0.56890 0.44315 0.1 -0.4 0.7
C 0.71078 -0.20333 -0.02943 -1.0 -0.8 0.4
H 4.00015 2.04700 -0.11707 0.4 -0.5 0.1
H 4.77241 1.01573 1.21865 0.9 0.7 0.2
H 3.05436 1.11426 1.07306 0.3 1.1 0.3
H 4.09603 -0.81089 0.47463 0.0 -0.5 -0.4
H -1.37869 -0.19994 1.24029 0.9 0.4 -1.8
H -1.45530 0.59684 -0.57560 -0.6 1.1 0.0
H -1.53871 -0.84070 -1.91447 -0.4 0.8 2.1
H -3.86327 -0.74690 -0.94256 -2.4 -0.9 -2.4
H -3.24255 -1.54950 0.43814 0.1 -0.5 0.7
H 0.94556 0.39199 -0.88923 0.0 0.4 -0.6
H 1.15893 -1.20935 -0.29722 -0.7 1.0 0.6
H 1.32549 0.23444 0.77762 -0.7 -0.4 -0.2
```
Positions in Å, forces in eV/Å.

Löwdin population analysis, charges in e, atoms 1 to 6: -0.431, -0.303, -0.054, -0.055, -0.505, -0.322

***

Record 5
16 unconnected molecules or ions with the total composition H32O16 at a distorted geometry. Source: the OMol25 dataset; level of theory: wB97M-V/def2-TZVPD.

Output
- LUMO level (eV) = -0.41
- E (Eh) = -1223.00408
- strongest force on any atom (eV/Å) = 3.8
- ΔE to the lowest compared entry with this formula, charge and spin (eV) = 5.298

XYZ file:
```
48
Properties=species:S:1:pos:R:3:forces:R:3
O 1.90535 -2.19217 0.49046 -0.1 -0.4 -0.2
H 1.06955 -1.93867 0.08607 -0.3 -0.1 -0.2
H 1.86090 -1.66515 1.29890 0.3 -0.1 0.3
O -3.80777 0.11017 -0.76495 -2.1 -1.0 -2.3
H -3.30917 0.61585 -0.18547 1.5 1.2 2.2
H -3.25044 -0.62845 -1.02487 0.2 0.3 0.4
O 1.78452 -0.33978 2.37663 -0.7 -0.2 -1.0
H 2.29320 -0.12403 3.12375 0.9 0.2 1.9
H 2.24373 0.18340 1.69540 -0.1 0.3 -0.6
O -0.15036 2.04850 1.04213 0.5 0.2 1.5
H -0.69572 2.18539 0.30977 -1.1 0.4 -2.4
H -0.65917 2.52177 1.70119 0.1 0.2 0.7
O -1.34285 0.92375 -2.29711 0.7 2.3 0.7
H -0.94035 1.82907 -2.09188 -0.1 -1.8 -0.5
H -2.20619 1.18159 -2.61775 -0.7 -0.3 0.0
O 2.27928 -0.84927 -1.96669 0.4 0.3 0.5
H 1.61784 -1.34307 -2.46277 -0.1 0.4 -0.2
H 2.21601 -1.28695 -1.09584 0.5 0.1 -0.2
O 1.77206 3.03145 2.58322 0.6 -0.2 -1.4
H 1.22794 2.44930 2.01372 0.5 0.5 0.6
H 1.38411 3.03716 3.43795 -0.6 -0.2 1.1
O -2.55165 0.44084 1.82692 -0.7 0.2 -0.5
H -2.15990 1.28391 2.01531 -0.1 0.5 0.4
H -1.80218 -0.13613 1.97138 0.1 -0.5 0.4
O -0.27085 -0.41246 0.02227 0.0 -2.1 0.6
H -0.66323 -0.38760 -0.82768 -0.7 0.0 -1.6
H -0.06372 0.47816 0.20190 0.7 1.3 0.8
O -0.36687 0.57234 3.87515 0.9 1.7 -2.7
H 0.16730 0.28032 3.06983 -0.7 0.5 1.3
H -0.29322 -0.16993 4.41692 -0.1 -1.9 1.5
O -2.35717 -2.04517 -1.33529 -3.0 -2.3 -0.5
H -3.03353 -2.17652 -2.07691 1.6 0.5 0.8
H -2.78807 -2.70908 -0.71892 1.0 1.1 -0.2
O 1.34395 2.17042 -1.98301 -0.5 1.1 -0.1
H 1.83531 2.07741 -2.78536 0.2 1.0 -1.7
H 1.61581 1.31393 -1.72851 0.0 -2.3 1.7
O 0.48760 -0.00152 -4.01966 1.5 0.2 -0.9
H 0.09577 -0.75503 -4.42292 -0.3 -0.9 -0.7
H -0.17157 0.30460 -3.42212 -1.0 0.6 1.0
O 2.80437 1.20755 0.46108 1.0 -1.6 -1.6
H 3.34966 0.85853 -0.31443 -1.1 0.8 1.5
H 3.00705 2.12611 0.59182 0.3 0.7 0.0
O -1.18287 -1.92300 2.29447 -0.3 -0.1 -0.9
H -1.12306 -1.72021 1.32773 0.4 -0.3 1.0
H -0.48699 -2.55711 2.48936 0.1 0.0 -0.2
O 0.13898 -2.52170 -2.05213 -1.5 -0.2 0.6
H -0.05005 -2.91441 -2.90970 0.1 -0.2 0.0
H -0.77332 -2.43406 -1.61939 1.7 -0.2 -1.0
```
Positions in Å, forces in eV/Å.

Löwdin population analysis, charges in e, atoms 1 to 6: -0.065, -0.016, -0.013, -0.042, -0.042, -0.042